Molecular formula: C30H34N3O9ReS3
Method: DFT, ωB97M-V/def2-TZVPD

Structure (XYZ):
```
80
Properties=species:S:1:pos:R:3
Re -1.18 0.45 -1.04
O 1.71 -1.74 -2.85
C 0.72 -1.10 -2.55
O 0.20 -1.10 -1.38
C 0.03 -0.20 -3.56
C 0.43 0.01 -4.86
C -0.28 0.92 -5.64
C -1.34 1.62 -5.08
C -1.66 1.38 -3.75
N -1.00 0.47 -3.03
C -2.72 2.11 -2.92
O -3.56 2.79 -3.44
O -2.62 1.85 -1.65
H 1.29 -0.51 -5.25
H 0.01 1.10 -6.67
H -1.91 2.35 -5.63
C 0.51 1.60 3.78
C -0.05 0.25 3.32
C 1.10 -0.75 3.11
C -1.08 -0.29 4.32
C -0.64 0.40 2.02
N -1.06 0.43 0.94
H 0.93 1.48 4.78
H -0.24 2.38 3.81
H 1.30 1.94 3.11
H 1.62 -0.89 4.05
H 1.80 -0.38 2.37
H 0.72 -1.71 2.77
H -0.59 -0.44 5.28
H -1.47 -1.25 3.99
H -1.90 0.41 4.45
C -6.64 -2.01 -1.30
C -5.21 -1.98 -0.80
S -4.37 -0.40 -1.26
O -2.93 -0.82 -0.95
C -4.90 0.67 0.14
C -4.49 0.14 1.50
H -7.11 -2.94 -0.99
H -6.67 -1.97 -2.38
H -7.23 -1.19 -0.91
H -4.61 -2.76 -1.27
H -5.15 -2.10 0.28
H -5.98 0.78 0.04
H -4.42 1.63 -0.08
H -5.23 -0.54 1.90
H -4.39 0.97 2.19
H -3.52 -0.35 1.45
O 0.17 5.65 0.42
S 0.50 4.43 1.08
O 0.16 4.31 2.47
N -0.14 3.14 0.24
C 0.79 2.53 -0.42
O 0.55 1.55 -1.20
C 2.17 2.98 -0.18
C 3.33 2.43 -0.70
C 4.54 2.91 -0.22
C 4.58 3.92 0.72
C 3.41 4.50 1.21
C 2.22 4.00 0.75
H 3.27 1.65 -1.44
H 5.47 2.49 -0.59
H 5.54 4.27 1.08
H 3.45 5.30 1.93
C 4.33 -1.61 -1.38
S 2.75 -1.33 -0.49
O 3.06 -0.37 0.57
C 2.72 -2.97 0.30
C 1.94 -3.95 -0.28
C 1.95 -5.22 0.28
C 2.71 -5.47 1.41
C 3.47 -4.47 1.98
C 3.48 -3.20 1.43
H 5.07 -1.98 -0.68
H 4.65 -0.66 -1.81
H 4.12 -2.33 -2.16
H 1.36 -3.72 -1.15
H 1.35 -6.00 -0.16
H 2.69 -6.45 1.87
H 4.07 -4.67 2.86
H 4.06 -2.40 1.86
```

The value obtained for the gap between HOMO and LUMO (spin up / spin down) is 5.0 / 5.4 eV. Its total charge is +1. For the energy above the lowest of the compared OMol25 structures with the same formula, charge and spin, the calculation gives 68.57 kJ/mol. The value obtained for the molar mass is 863.02 g/mol. The multiplicity is 2.

Results of the Löwdin charge analysis, in e, for atoms 1 through 5: number 1, Re, carries 1.7709; number 2, O, carries 0.0432; number 3, C, carries -0.5791; number 4, O, carries -0.1600; number 5, C, carries -0.1318